{"formula": "C32H67N3O12P", "method": "ωB97M-V/def2-TZVPD", "charge": 1, "de_lowest_kcal_mol": 0.0, "elements": ["C", "C", "O", "C", "N", "C", "C", "C", "N", "C", "C", "C", "C", "O", "C", "O", "C", "C", "N", "C", "C", "C", "O", "C", "P", "O", "O", "O", "H", "H", "H", "H", "H", "H", "H", "H", "H", "H", "H", "H", "H", "H", "H", "H", "H", "H", "H", "H", "H", "H", "H", "H", "H", "H", "H", "H", "H", "H", "H", "H", "H", "H", "H", "H", "H", "C", "C", "O", "C", "H", "H", "H", "H", "H", "H", "C", "C", "O", "C", "H", "H", "H", "H", "H", "H", "C", "C", "O", "C", "H", "H", "H", "H", "H", "H", "C", "C", "O", "C", "H", "H", "H", "H", "H", "H", "C", "C", "O", "C", "H", "H", "H", "H", "H", "H"], "coordinates": [[5.282, 0.502, 1.140], [3.832, 0.274, 0.738], [3.788, -0.848, -0.169], [2.536, -1.272, -0.515], [1.592, -0.234, -1.087], [0.153, -0.638, -0.863], [-0.711, 0.375, -0.135], [-2.108, -0.235, 0.084], [-3.082, 0.831, 0.286], [-4.516, 0.365, 0.286], [-4.724, -1.129, 0.458], [-2.826, 1.511, 1.505], [-3.374, 2.914, 1.581], [-2.174, 1.024, 2.419], [0.271, -2.056, -0.223], [0.196, -3.021, -1.199], [-1.113, -3.562, -1.428], [-1.119, -5.085, -1.335], [-2.453, -5.545, -0.925], [-2.566, -5.976, 0.479], [-1.871, -5.128, 1.519], [-2.152, -5.752, 2.914], [-2.352, -3.779, 1.481], [1.666, -2.010, 0.496], [2.251, -3.657, 1.017], [2.143, -4.709, 0.014], [1.379, -3.969, 2.334], [3.768, -3.528, 1.501], [5.346, 0.684, 2.211], [5.894, -0.364, 0.900], [5.704, 1.366, 0.636], [3.493, 1.149, 0.180], [3.190, 0.103, 1.604], [2.648, -1.996, -1.325], [1.709, -0.317, -2.103], [1.785, 0.757, -0.946], [-0.249, -0.795, -1.863], [-0.249, 0.618, 0.824], [-0.830, 1.269, -0.749], [-2.041, -0.910, 0.934], [-2.374, -0.749, -0.837], [-5.003, 0.837, 1.142], [-5.035, 0.742, -0.594], [-5.788, -1.327, 0.488], [-4.321, -1.728, -0.356], [-4.260, -1.456, 1.388], [-2.626, 3.609, 1.206], [-4.236, 2.992, 0.919], [-3.680, 3.152, 2.594], [-0.437, -2.158, 0.600], [-1.386, -3.292, -2.451], [-1.872, -3.124, -0.782], [-0.282, -5.459, -0.743], [-0.956, -5.453, -2.347], [-2.616, -6.381, -1.468], [-3.630, -5.948, 0.729], [-2.241, -7.008, 0.641], [-0.786, -5.157, 1.386], [-1.247, -6.212, 3.304], [-2.479, -4.963, 3.586], [-2.921, -6.516, 2.831], [-1.805, -3.279, 2.087], [1.449, -1.452, 1.415], [0.938, -3.191, 2.685], [3.847, -2.889, 2.221], [2.325, 0.651, -6.122], [1.525, 0.720, -4.855], [1.613, -0.150, -4.005], [0.619, 1.903, -4.675], [2.936, -0.248, -6.123], [1.656, 0.629, -6.983], [2.973, 1.526, -6.195], [-0.118, 1.935, -5.479], [1.211, 2.820, -4.681], [0.098, 1.825, -3.721], [1.581, 7.104, -4.999], [2.011, 6.049, -4.011], [2.247, 4.913, -4.368], [2.137, 6.464, -2.567], [1.531, 6.674, -5.997], [0.597, 7.489, -4.727], [2.297, 7.927, -5.001], [1.176, 6.824, -2.197], [2.877, 7.260, -2.475], [2.453, 5.620, -1.974], [-9.804, -1.080, -1.452], [-8.557, -0.468, -0.865], [-7.473, -0.990, -0.996], [-8.725, 0.826, -0.106], [-9.547, -2.001, -1.969], [-10.520, -1.302, -0.660], [-10.261, -0.388, -2.162], [-9.398, 0.679, 0.740], [-9.139, 1.593, -0.761], [-7.757, 1.159, 0.264], [2.435, 3.799, 1.424], [2.019, 5.241, 1.229], [2.347, 5.858, 0.244], [1.182, 5.861, 2.318], [3.032, 3.482, 0.569], [3.031, 3.698, 2.332], [1.549, 3.164, 1.506], [1.727, 5.846, 3.263], [0.249, 5.308, 2.437], [0.954, 6.892, 2.057], [6.454, -0.987, 5.666], [7.205, -0.050, 4.750], [6.724, 0.997, 4.382], [8.584, -0.481, 4.317], [5.481, -0.560, 5.903], [6.314, -1.954, 5.180], [7.012, -1.133, 6.591], [8.528, -1.428, 3.777], [9.227, -0.608, 5.189], [9.013, 0.276, 3.666]]}

---

{"formula": "C32H68BBrN4O11PS", "method": "ωB97M-V/def2-TZVPD", "charge": 1, "elements": ["C", "C", "C", "C", "N", "C", "C", "B", "O", "O", "C", "S", "C", "N", "C", "P", "O", "O", "O", "C", "N", "C", "C", "C", "C", "C", "C", "O", "Br", "C", "C", "C", "O", "N", "C", "H", "H", "H", "H", "H", "H", "H", "H", "H", "H", "H", "H", "H", "H", "H", "H", "H", "H", "H", "H", "H", "H", "H", "H", "H", "H", "H", "H", "H", "H", "H", "H", "H", "H", "H", "H", "H", "H", "H", "H", "H", "H", "H", "H", "C", "C", "O", "C", "H", "H", "H", "H", "H", "H", "C", "C", "O", "C", "H", "H", "H", "H", "H", "H", "C", "C", "O", "C", "H", "H", "H", "H", "H", "H", "C", "C", "O", "C", "H", "H", "H", "H", "H", "H"], "coordinates": [[-2.593, -2.183, -4.211], [-3.537, -1.290, -3.385], [-3.253, 0.211, -3.492], [-1.853, 0.610, -2.976], [-1.832, 0.474, -1.518], [-0.897, 1.309, -0.761], [-1.450, 2.741, -0.733], [-3.019, 2.885, -0.964], [-3.997, 2.587, -0.043], [-3.433, 3.411, -2.178], [0.490, 1.224, -1.482], [0.941, -0.542, -1.773], [1.687, 1.905, -0.673], [2.985, 1.256, -0.854], [1.879, 3.363, -1.269], [2.529, 3.497, -2.946], [1.863, 4.580, -3.663], [4.090, 3.843, -2.832], [2.418, 2.154, -3.819], [1.352, 2.177, 0.842], [2.442, 2.587, 1.668], [3.522, 1.733, 2.111], [4.853, 2.548, 2.196], [5.943, 1.980, 1.267], [0.279, 1.251, 1.528], [-0.330, 2.228, 2.612], [-0.711, 1.692, 3.979], [-0.035, 1.358, 4.831], [-2.674, 1.706, 4.397], [0.841, 0.037, 2.319], [1.739, -0.951, 1.554], [2.751, -1.576, 2.558], [0.991, -2.068, 1.030], [-0.775, 0.689, 0.604], [-2.103, 0.430, 1.253], [-1.654, -1.706, -4.508], [-2.318, -3.093, -3.675], [-3.075, -2.521, -5.141], [-4.545, -1.448, -3.778], [-3.582, -1.621, -2.342], [-4.043, 0.824, -3.050], [-3.233, 0.452, -4.564], [-1.716, 1.660, -3.249], [-1.142, -0.009, -3.527], [-1.756, -0.515, -1.294], [-0.962, 3.276, -1.550], [-1.208, 3.309, 0.173], [-4.539, 3.353, 0.193], [-3.954, 2.767, -2.678], [0.463, 1.771, -2.417], [1.919, -0.492, -2.700], [3.222, 1.087, -1.828], [3.681, 1.931, -0.539], [0.981, 3.980, -1.197], [2.606, 3.834, -0.597], [4.256, 4.410, -3.607], [1.830, 2.280, -4.580], [0.790, 3.115, 0.748], [2.587, 3.579, 1.722], [3.754, 0.848, 1.524], [3.339, 1.398, 3.143], [5.242, 2.476, 3.215], [4.699, 3.615, 2.006], [6.575, 1.255, 1.765], [6.608, 2.806, 0.986], [5.555, 1.571, 0.335], [-1.201, 2.761, 2.226], [0.373, 3.038, 2.817], [1.457, 0.428, 3.124], [0.066, -0.572, 2.821], [2.295, -0.529, 0.715], [2.894, -2.631, 2.341], [2.293, -1.535, 3.554], [3.691, -1.025, 2.599], [0.137, -2.117, 1.481], [-0.487, -0.285, 0.412], [-1.932, -0.061, 2.211], [-2.706, -0.271, 0.685], [-2.659, 1.339, 1.460], [-0.665, -4.513, 5.017], [-0.592, -3.031, 4.777], [-0.342, -2.574, 3.677], [-0.841, -2.120, 5.945], [-0.465, -5.042, 4.086], [0.081, -4.807, 5.757], [-1.661, -4.784, 5.369], [-0.109, -2.298, 6.733], [-1.849, -2.281, 6.332], [-0.753, -1.089, 5.606], [-1.921, -5.613, -8.299], [-2.359, -4.280, -7.746], [-3.014, -4.201, -6.730], [-1.946, -3.047, -8.513], [-2.285, -6.409, -7.653], [-2.333, -5.755, -9.299], [-0.832, -5.661, -8.339], [-2.358, -3.080, -9.522], [-0.857, -2.986, -8.562], [-2.326, -2.162, -8.007], [6.284, -2.969, -0.273], [6.377, -2.070, 0.934], [5.951, -0.936, 0.912], [7.023, -2.644, 2.170], [5.800, -2.432, -1.087], [7.283, -3.269, -0.593], [5.693, -3.855, -0.034], [8.054, -2.929, 1.955], [6.463, -3.515, 2.513], [7.024, -1.894, 2.959], [-8.661, 1.087, 4.316], [-7.359, 0.574, 3.754], [-7.226, -0.577, 3.408], [-6.220, 1.561, 3.639], [-9.387, 0.277, 4.341], [-8.510, 1.457, 5.331], [-9.050, 1.889, 3.686], [-5.963, 1.950, 4.626], [-6.502, 2.383, 2.978], [-5.351, 1.057, 3.222]]}

---

{"formula": "C32H68BO17P4S", "method": "ωB97M-V/def2-TZVPD", "charge": -1, "elements": ["C", "C", "O", "C", "C", "C", "S", "O", "B", "P", "C", "O", "O", "C", "O", "C", "C", "C", "C", "C", "C", "C", "H", "H", "H", "H", "H", "H", "H", "H", "H", "H", "H", "H", "H", "H", "H", "H", "H", "H", "H", "H", "H", "H", "H", "O", "P", "O", "C", "C", "O", "C", "C", "O", "C", "C", "H", "H", "H", "H", "H", "H", "H", "H", "H", "H", "H", "H", "H", "H", "H", "O", "P", "O", "C", "C", "O", "C", "C", "O", "C", "C", "H", "H", "H", "H", "H", "H", "H", "H", "H", "H", "H", "H", "H", "H", "H", "O", "P", "O", "C", "C", "O", "C", "C", "O", "C", "C", "H", "H", "H", "H", "H", "H", "H", "H", "H", "H", "H", "H", "H", "H", "H"], "coordinates": [[8.794, -1.143, 1.824], [7.402, -0.584, 1.507], [6.556, -1.612, 1.055], [5.553, -1.244, 0.137], [4.130, -1.468, 0.646], [3.729, -0.756, 1.965], [4.302, 1.002, 2.000], [4.337, -1.523, 2.954], [3.291, -2.297, 3.698], [3.704, -4.162, 4.171], [2.836, -4.370, 5.805], [2.847, -5.208, 3.129], [2.124, -2.207, 2.762], [2.202, -0.896, 2.336], [1.799, -0.132, 3.476], [1.138, -0.584, 1.246], [0.566, 0.811, 1.305], [1.179, 1.835, 0.593], [0.718, 3.141, 0.649], [-0.396, 3.428, 1.432], [-1.056, 2.420, 2.114], [-0.564, 1.129, 2.045], [9.435, -1.112, 0.943], [9.232, -0.508, 2.597], [8.673, -2.156, 2.203], [6.999, -0.176, 2.440], [7.506, 0.247, 0.799], [5.666, -1.913, -0.728], [5.674, -0.230, -0.259], [4.046, -2.536, 0.859], [3.411, -1.260, -0.154], [4.334, 1.318, 0.700], [3.205, -1.758, 4.801], [3.556, -4.465, 6.616], [2.119, -5.196, 5.791], [2.258, -3.462, 6.010], [2.033, -5.435, 3.592], [2.319, 0.677, 3.548], [1.553, -0.703, 0.242], [0.332, -1.314, 1.339], [2.039, 1.589, -0.018], [1.261, 3.894, 0.091], [-0.736, 4.456, 1.489], [-1.925, 2.652, 2.716], [-1.058, 0.340, 2.602], [-3.021, -5.231, -0.732], [-2.342, -6.526, -0.545], [-0.756, -6.323, -0.681], [-0.110, -5.095, -0.306], [0.441, -5.159, 1.102], [-2.688, -7.364, -1.889], [-3.649, -6.893, -2.828], [-2.973, -6.160, -3.967], [-2.345, -7.881, 0.305], [-1.905, -7.873, 1.673], [-2.724, -6.946, 2.546], [-0.781, -4.242, -0.413], [0.707, -4.949, -1.013], [-0.370, -5.291, 1.826], [0.978, -4.244, 1.356], [1.129, -5.997, 1.215], [-4.394, -6.262, -2.345], [-4.170, -7.773, -3.211], [-2.365, -5.333, -3.601], [-3.714, -5.768, -4.666], [-2.305, -6.832, -4.509], [-0.842, -7.626, 1.715], [-2.004, -8.899, 2.027], [-2.657, -5.911, 2.199], [-2.374, -6.985, 3.577], [-3.777, -7.231, 2.522], [0.446, 9.493, 4.211], [1.230, 8.857, 3.136], [2.711, 9.508, 3.126], [3.323, 9.997, 4.317], [4.240, 8.964, 4.942], [0.608, 9.449, 1.766], [-0.598, 10.207, 1.758], [-0.299, 11.692, 1.762], [1.560, 7.481, 2.409], [2.343, 6.474, 3.074], [1.707, 5.996, 4.360], [2.578, 10.328, 5.041], [3.904, 10.875, 4.028], [3.678, 8.081, 5.254], [4.739, 9.378, 5.820], [5.002, 8.641, 4.232], [-1.240, 9.933, 2.594], [-1.128, 9.939, 0.842], [0.316, 11.964, 2.620], [-1.223, 12.272, 1.793], [0.257, 11.967, 0.864], [3.358, 6.841, 3.244], [2.422, 5.631, 2.388], [1.589, 6.812, 5.081], [2.314, 5.217, 4.821], [0.714, 5.593, 4.162], [-6.799, -2.289, -6.394], [-5.768, -1.245, -6.246], [-4.402, -1.769, -6.934], [-4.413, -2.667, -8.041], [-4.298, -1.933, -9.363], [-5.371, -1.258, -4.687], [-6.120, -1.999, -3.722], [-5.473, -3.341, -3.458], [-5.484, 0.328, -6.316], [-5.485, 1.015, -7.574], [-6.811, 0.907, -8.298], [-5.304, -3.297, -8.035], [-3.553, -3.326, -7.913], [-5.158, -1.277, -9.520], [-4.254, -2.641, -10.191], [-3.399, -1.316, -9.386], [-7.158, -2.115, -4.034], [-6.124, -1.404, -2.807], [-5.367, -3.914, -4.380], [-6.061, -3.923, -2.748], [-4.471, -3.204, -3.049], [-4.660, 0.653, -8.192], [-5.273, 2.059, -7.347], [-7.059, -0.135, -8.520], [-6.780, 1.460, -9.237], [-7.616, 1.308, -7.682]]}

---

Number 1: energy -72595.2381 eV, gap between HOMO and LUMO 0.31048 Eh, lowest unoccupied orbital energy -0.0881 hartree. Number 2: energy -153610.5139 eV, gap between HOMO and LUMO 0.33780 Eh, lowest unoccupied orbital energy -0.0739 hartree. Number 3: energy -117770.1619 eV, gap between HOMO and LUMO 0.20040 Eh, lowest unoccupied orbital energy 0.0693 hartree.